A single C21H36N2O2 molecule. Source: the OMol25 dataset; level of theory: ωB97M-V/def2-TZVPD.

Geometry as XYZ:
```
61
C21H36N2O2 | the OMol25 dataset | ωB97M-V/def2-TZVPD
C -0.39 6.29 2.35
H 0.29 6.55 3.17
H -0.58 7.19 1.77
H -1.33 5.95 2.77
C 0.25 5.23 1.46
N 0.78 4.12 2.22
C 1.73 3.32 1.47
H 1.47 3.27 0.40
C 3.14 3.88 1.60
H 3.85 3.25 1.07
H 3.20 4.89 1.19
H 3.42 3.93 2.65
H 1.72 2.30 1.86
C -0.18 3.38 3.02
H 0.35 2.56 3.50
C -1.41 2.80 2.30
N -1.03 1.77 1.35
H -0.44 2.19 0.63
C -2.17 1.14 0.70
H -2.79 1.86 0.14
C -1.67 0.06 -0.28
C -0.81 0.73 -1.34
O -1.19 1.51 -2.17
O 0.46 0.36 -1.22
C 0.66 -0.56 -0.15
C 1.50 -1.75 -0.60
H 2.39 -1.37 -1.10
H 1.82 -2.27 0.31
C 0.77 -2.75 -1.52
C -0.51 -3.17 -0.84
C -1.13 -2.36 0.01
C -0.73 -0.97 0.37
H -0.77 -0.85 1.46
H -2.05 -2.69 0.48
C -1.13 -4.51 -1.16
C -0.08 -5.61 -1.35
C 1.03 -5.18 -2.29
C 1.73 -3.94 -1.72
H 2.54 -3.63 -2.38
H 2.17 -4.21 -0.76
H 0.63 -4.97 -3.28
H 1.76 -5.98 -2.40
H -0.56 -6.51 -1.72
H 0.36 -5.85 -0.37
C -2.05 -4.40 -2.38
H -2.79 -3.62 -2.22
H -2.58 -5.34 -2.53
H -1.50 -4.17 -3.28
H -1.76 -4.80 -0.31
C 0.47 -2.10 -2.87
H 1.31 -1.49 -3.20
H 0.28 -2.85 -3.63
H -0.41 -1.45 -2.82
H 1.21 -0.02 0.63
H -2.54 -0.40 -0.75
H -2.79 0.68 1.47
H -2.05 2.33 3.06
H -2.00 3.61 1.83
H -0.54 4.05 3.80
H 1.10 5.69 0.94
H -0.47 4.91 0.69
```

Summary:
Total charge: 0
Total energy, Ha: -1081.7915

These are the Mulliken partial charges, in e, on atoms 1 to 6: -1.45 0.33 0.45 0.28 -0.24 0.34